Arrangement one

The following is a quantum chemistry calculation of a 3-piece molecular cluster, C2H12N2O2 overall, from the Open Molecules 2025 dataset.

```
18
Properties=species:S:1:pos:R:3
N -1.523 0.532 1.456
C -1.068 -0.514 0.627
C 0.450 -0.775 1.019
N 1.340 -0.013 0.225
H -1.921 0.233 2.337
H -0.874 1.305 1.513
H -1.701 -1.390 0.765
H -1.029 -0.231 -0.428
H 0.538 -1.856 0.832
H 0.601 -0.596 2.080
H 2.182 0.292 0.705
H 0.973 0.688 -0.420
H -2.007 2.750 -1.409
H -2.812 1.803 -0.513
O -2.097 1.819 -1.173
H 2.648 -0.770 -2.110
H 3.618 -1.722 -2.843
O 2.682 -1.556 -2.664
```

Values from the calculation:
charge	+1
frontier orbital gap (spin up / spin down)	11.05 / 5.91	eV
2S+1	2
⟨S²⟩	0.76
HOMO energy (spin up / spin down)	-14.1829 / -14.1064	eV

Mulliken population analysis, charges in e, atoms 1 to 4: atom 1 (N): -0.267, atom 2 (C): -0.571, atom 3 (C): -0.443, atom 4 (N): -0.326

Arrangement two

The following is a quantum chemistry calculation of a 3-piece molecular cluster, C2H12N2O2 overall, from the Open Molecules 2025 dataset.

```
18
Properties=species:S:1:pos:R:3
C -0.156 -0.100 -0.653
C -0.122 -1.561 -1.160
N -1.263 -2.135 -0.427
N 0.639 0.120 0.489
H 0.246 0.632 -1.417
H -1.164 0.347 -0.527
H -0.314 -1.638 -2.223
H 0.913 -1.790 -0.872
H -0.960 -2.912 0.168
H -1.844 -2.680 -1.067
H 0.365 1.000 0.945
H 0.586 -0.564 1.250
H 1.711 1.913 -4.122
H 1.986 3.090 -3.172
O 2.260 2.695 -4.014
H -0.271 1.286 5.273
H -1.511 0.726 5.876
O -1.100 1.570 5.652
```

Values from the calculation:
charge	+1
frontier orbital gap (spin up / spin down)	10.37 / 4.91	eV
2S+1	2
⟨S²⟩	0.75
HOMO energy (spin up / spin down)	-14.0937 / -14.0936	eV

Mulliken population analysis, charges in e, atoms 1 to 4: atom 1 (C): -0.313, atom 2 (C): -0.490, atom 3 (N): -0.549, atom 4 (N): -0.220

Result of the stability comparison: arrangement two is the least stable of them.

Arrangement one

The following is a quantum chemistry calculation of a 2-piece molecular cluster, CH4S3 overall, from the Open Molecules 2025 dataset.

```
8
Properties=species:S:1:pos:R:3
C 0.535 0.893 -1.282
S 0.219 -2.042 1.359
S -1.620 0.774 1.117
S -0.051 -0.052 1.946
H 1.333 0.908 -0.647
H 0.400 1.739 -1.813
H 0.208 -0.028 -1.572
H -1.022 -2.193 0.891
```

Values from the calculation:
frontier orbital gap (spin up / spin down)	6.82 / 8.41	eV
HOMO energy (spin up / spin down)	-8.6066 / -8.4562	eV

Mulliken population analysis, charges in e, atoms 1 to 4: atom 1 (C): -1.071, atom 2 (S): -0.163, atom 3 (S): -0.143, atom 4 (S): 0.084

Arrangement two

The following is a quantum chemistry calculation of CH4S3 in the gas phase, from the Open Molecules 2025 dataset.

```
8
Properties=species:S:1:pos:R:3
C 1.464 0.183 -0.172
S 0.484 -0.471 1.307
S -1.170 -1.111 0.280
S -2.224 0.539 -0.263
H 1.503 -0.681 -0.887
H 2.480 0.551 0.189
H 0.859 0.950 -0.528
H -3.397 0.040 0.075
```

Values from the calculation:
frontier orbital gap	9.20	eV
SMILES	CSSS
HOMO energy	-8.6923	eV

Mulliken population analysis, charges in e, atoms 1 to 4: atom 1 (C): -0.743, atom 2 (S): -0.031, atom 3 (S): -0.063, atom 4 (S): -0.159

Result of the stability comparison: arrangement one is the least stable of them.

Arrangement one

The following is a quantum chemistry calculation of CH5N2O as an isolated structure, from the Open Molecules 2025 dataset.

```
9
Properties=species:S:1:pos:R:3
C -0.427 0.802 0.374
N -0.534 1.737 -0.609
N 0.267 -0.508 0.189
O 0.524 1.682 0.782
H -1.389 0.669 0.964
H -0.110 1.680 -1.583
H -0.215 -1.434 -0.088
H 0.796 -1.061 0.940
H 1.041 -0.259 -0.502
```

Values from the calculation:
charge	+1
frontier orbital gap	10.62	eV
HOMO energy	-16.4603	eV

Mulliken population analysis, charges in e, atoms 1 to 4: atom 1 (C): 0.176, atom 2 (N): -0.280, atom 3 (N): -0.463, atom 4 (O): -0.292

Arrangement two

The following is a quantum chemistry calculation of an isolated ion of composition CH5N2O and charge +1, from the Open Molecules 2025 dataset.

```
9
Properties=species:S:1:pos:R:3
C -0.067 -0.846 -0.619
N 0.312 -0.028 0.479
N -0.060 1.183 0.469
O 1.111 -0.488 1.490
H -0.277 -1.954 -0.297
H 0.697 -0.582 -1.427
H -1.068 -0.541 -0.953
H -0.694 1.519 -0.389
H 0.046 1.737 1.247
```

Values from the calculation:
charge	+1
frontier orbital gap (spin up / spin down)	10.26 / 10.26	eV
SMILES	C[N+](N)=O
HOMO energy (spin up / spin down)	-17.3243 / -17.3269	eV

Mulliken population analysis, charges in e, atoms 1 to 4: atom 1 (C): -0.643, atom 2 (N): 0.784, atom 3 (N): -0.389, atom 4 (O): -0.355

Result of the stability comparison: arrangement one is the least stable of them.